{
  "formula": "C21H25N4O3SSbSe4Tc",
  "method": "the ωB97M-V functional and the def2-TZVPD basis",
  "elements": ["Tc", "C", "N", "C", "C", "C", "N", "C", "C", "C", "C", "C", "C", "C", "O", "C", "C", "C", "N", "C", "C", "C", "C", "C", "C", "C", "O", "H", "H", "H", "H", "H", "H", "H", "H", "H", "H", "H", "H", "H", "H", "H", "H", "H", "H", "H", "H", "H", "H", "H", "H", "H", "O", "S", "N", "Se", "Sb", "Se", "Se", "Se"],
  "xyz": [[-0.16, 0.18, 0.13], [-2.17, -0.69, 2.28], [-1.70, 0.59, 1.71], [-1.10, 1.35, 2.82], [-0.36, 2.63, 2.44], [0.79, 2.43, 1.41], [1.13, 1.04, 1.32], [2.20, 0.56, 1.90], [2.49, -0.82, 1.90], [3.72, -1.26, 2.43], [4.03, -2.58, 2.53], [3.10, -3.55, 2.13], [1.89, -3.17, 1.61], [1.54, -1.81, 1.44], [0.38, -1.55, 0.93], [-2.88, 1.31, 1.17], [-3.04, 1.24, -0.35], [-2.96, -0.16, -0.96], [-1.57, -0.57, -1.12], [-1.33, -1.39, -2.09], [-0.02, -1.84, -2.46], [0.13, -2.97, -3.27], [1.37, -3.40, -3.67], [2.50, -2.64, -3.34], [2.38, -1.48, -2.61], [1.13, -1.08, -2.11], [1.06, 0.00, -1.37], [-2.87, -0.52, 3.11], [-1.32, -1.26, 2.64], [-2.66, -1.28, 1.52], [-0.40, 0.68, 3.33], [-1.88, 1.63, 3.54], [0.07, 3.04, 3.35], [-1.05, 3.37, 2.04], [1.65, 3.06, 1.72], [1.16, 2.70, -0.55], [2.88, 1.23, 2.43], [4.42, -0.50, 2.75], [4.99, -2.89, 2.92], [3.34, -4.59, 2.23], [1.17, -3.91, 1.30], [-2.81, 2.37, 1.43], [-3.79, 0.93, 1.64], [-2.29, 1.86, -0.84], [-4.02, 1.66, -0.61], [-3.46, -0.13, -1.93], [-3.48, -0.89, -0.33], [-2.15, -1.78, -2.69], [-0.75, -3.54, -3.54], [1.49, -4.30, -4.25], [3.48, -2.96, -3.66], [3.24, -0.89, -2.35], [-0.34, 5.25, 0.44], [-0.74, 4.08, -0.31], [0.35, 2.75, 0.06], [0.14, 4.38, -2.42], [-2.79, 3.29, -5.59], [0.07, 2.09, -3.11], [-3.86, 2.39, -3.67], [-0.32, 2.32, -5.36]],
  "multiplicity": 1,
  "homo_ev": -10.61,
  "lumo_ha": -0.163,
  "gap_ev": 6.183,
  "charge": 1
}

***

{
  "formula": "C21H25N5O3",
  "method": "the ωB97M-V functional and the def2-TZVPD basis",
  "elements": ["C", "C", "N", "N", "C", "O", "C", "N", "C", "C", "N", "C", "C", "C", "C", "C", "C", "C", "C", "C", "C", "C", "C", "C", "N", "O", "O", "C", "C", "H", "H", "H", "H", "H", "H", "H", "H", "H", "H", "H", "H", "H", "H", "H", "H", "H", "H", "H", "H", "H", "H", "H", "H", "H"],
  "xyz": [[-2.98, 3.10, 1.29], [-1.80, 2.25, 1.60], [-1.96, 0.99, 1.47], [-0.94, 0.09, 1.63], [0.34, 0.21, 1.18], [0.79, 1.24, 0.74], [1.14, -1.10, 1.25], [1.06, -1.90, 0.05], [-0.24, -2.48, -0.22], [-0.09, -3.51, -1.34], [0.40, -2.85, -2.54], [0.44, -3.76, -3.67], [-0.94, -4.19, -4.08], [-1.23, -5.52, -4.36], [-2.50, -5.90, -4.75], [-3.51, -4.95, -4.85], [-3.23, -3.63, -4.56], [-1.96, -3.25, -4.18], [1.69, -2.25, -2.26], [1.55, -1.23, -1.14], [-0.59, 2.94, 2.10], [-0.01, 2.53, 3.30], [1.09, 3.18, 3.81], [1.62, 4.26, 3.12], [2.77, 4.94, 3.64], [3.26, 4.51, 4.66], [3.18, 5.91, 3.04], [1.05, 4.70, 1.93], [-0.06, 4.05, 1.43], [-2.78, 3.70, 0.40], [-3.18, 3.79, 2.11], [-3.85, 2.48, 1.11], [-1.31, -0.85, 1.76], [2.19, -0.83, 1.40], [0.80, -1.70, 2.10], [-0.60, -2.98, 0.68], [-0.98, -1.72, -0.54], [-1.06, -3.96, -1.56], [0.60, -4.30, -1.00], [1.06, -4.65, -3.45], [0.90, -3.23, -4.50], [-0.45, -6.27, -4.28], [-2.71, -6.94, -4.97], [-4.50, -5.25, -5.15], [-4.01, -2.88, -4.64], [-1.73, -2.22, -3.95], [2.04, -1.75, -3.17], [2.43, -3.01, -1.97], [2.53, -0.79, -0.92], [0.88, -0.43, -1.47], [-0.43, 1.69, 3.83], [1.55, 2.87, 4.73], [1.48, 5.54, 1.41], [-0.50, 4.37, 0.50]],
  "multiplicity": 1,
  "homo_ev": -8.74,
  "lumo_ha": -0.020,
  "gap_ev": 8.197,
  "charge": 0
}

***

{
  "formula": "C21H25NO2",
  "method": "the ωB97M-V functional and the def2-TZVPD basis",
  "elements": ["C", "C", "C", "C", "C", "C", "C", "C", "H", "H", "H", "O", "C", "C", "H", "H", "C", "C", "O", "N", "C", "C", "C", "C", "C", "C", "C", "C", "C", "H", "H", "H", "H", "H", "H", "H", "H", "H", "H", "H", "H", "H", "H", "H", "H", "H", "H", "H", "H"],
  "xyz": [[6.02, 0.21, -0.35], [4.67, 0.49, -0.23], [4.18, 1.86, -0.47], [2.73, 2.01, -0.28], [1.84, 0.87, 0.00], [2.24, -0.33, 0.42], [3.57, -0.65, 0.35], [4.15, -1.89, 0.31], [4.86, -1.88, 1.14], [3.40, -2.61, 0.70], [4.60, -2.10, -0.45], [1.41, -1.19, 0.67], [0.14, -1.29, 0.67], [-0.52, -2.35, 1.16], [-0.27, -3.20, 0.24], [-0.24, -2.82, 2.21], [-2.03, -2.46, 1.22], [-2.62, -2.15, -0.17], [-2.52, -2.91, -1.10], [-2.92, -0.78, -0.55], [-3.02, 0.31, 0.06], [-3.83, 0.43, 1.48], [-3.73, 1.59, 2.17], [-3.09, 2.66, 1.89], [-2.36, 2.78, 0.26], [-2.24, 1.50, -0.30], [-1.73, 1.25, -1.67], [-2.77, 0.94, -2.59], [-3.12, -0.69, -2.00], [-2.28, -1.37, -2.51], [-4.03, -0.89, -2.46], [-3.76, 1.33, -2.60], [-2.47, 0.82, -3.58], [-0.85, 0.72, -1.72], [-1.54, 2.38, -2.01], [-1.81, 3.71, 0.20], [-3.00, 3.50, 2.16], [-4.29, 1.50, 3.30], [-4.30, -0.49, 1.64], [-2.45, -1.36, 1.93], [-2.42, -3.31, 1.69], [-0.31, -0.28, 1.77], [-0.32, -0.81, -0.17], [0.72, 1.14, 0.33], [2.19, 3.10, -0.50], [4.84, 2.49, -0.78], [6.51, -0.27, 0.53], [6.24, -0.70, -1.16], [6.53, 1.20, -0.84]],
  "multiplicity": 1,
  "homo_ev": -7.54,
  "lumo_ha": 0.004,
  "gap_ev": 7.657,
  "charge": 0
}

***

{
  "formula": "C21H25NO3",
  "method": "the ωB97M-V functional and the def2-TZVPD basis",
  "elements": ["C", "C", "C", "C", "C", "C", "C", "O", "O", "N", "O", "C", "C", "C", "C", "C", "C", "C", "C", "C", "C", "C", "C", "C", "C", "H", "H", "H", "H", "H", "H", "H", "H", "H", "H", "H", "H", "H", "H", "H", "H", "H", "H", "H", "H", "H", "H", "H", "H", "H"],
  "xyz": [[1.05, 0.17, 3.37], [1.00, 0.67, 1.96], [1.33, 2.00, 1.65], [1.81, 3.13, 2.52], [2.38, 3.11, 3.73], [2.62, 4.49, 4.19], [3.09, 4.85, 5.56], [3.76, 4.02, 6.18], [2.77, 6.07, 6.09], [2.19, 5.27, 3.21], [1.70, 4.47, 2.14], [0.48, -0.20, 0.85], [0.83, -1.54, 0.86], [0.40, -2.40, -0.14], [-0.43, -1.97, -1.20], [-0.75, -0.57, -1.27], [-0.33, 0.29, -0.22], [-1.59, 0.03, -2.45], [-0.98, 1.36, -2.94], [-3.00, 0.29, -1.89], [-1.64, -0.95, -3.59], [-1.91, -2.39, -3.21], [-0.89, -3.04, -2.20], [0.34, -3.59, -2.94], [-1.64, -4.27, -1.51], [0.23, -0.57, 3.51], [1.94, -0.41, 3.57], [0.89, 0.93, 4.14], [1.23, 2.30, 0.63], [2.69, 2.26, 4.32], [3.16, 6.12, 7.00], [1.45, -1.99, 1.62], [0.62, -3.45, -0.06], [-0.57, 1.33, -0.25], [0.08, 1.25, -3.10], [-1.46, 1.69, -3.93], [-1.16, 2.13, -2.19], [-2.98, 1.08, -1.11], [-3.45, -0.61, -1.46], [-3.65, 0.63, -2.63], [-0.69, -0.95, -4.08], [-2.38, -0.61, -4.31], [-1.91, -3.04, -4.13], [-2.95, -2.46, -2.85], [0.89, -4.32, -2.33], [0.98, -2.77, -3.25], [-0.01, -4.16, -3.83], [-2.51, -3.90, -0.92], [-1.99, -4.95, -2.30], [-1.00, -4.84, -0.84]],
  "multiplicity": 1,
  "homo_ev": -8.38,
  "lumo_ha": -0.001,
  "gap_ev": 8.354,
  "charge": 0
}

***

{
  "formula": "C21H25NO6",
  "method": "the ωB97M-V functional and the def2-TZVPD basis",
  "elements": ["C", "O", "C", "C", "C", "C", "C", "C", "C", "O", "O", "N", "C", "O", "C", "O", "C", "C", "C", "C", "C", "C", "C", "C", "C", "C", "O", "C", "H", "H", "H", "H", "H", "H", "H", "H", "H", "H", "H", "H", "H", "H", "H", "H", "H", "H", "H", "H", "H", "H", "H", "H", "H"],
  "xyz": [[3.42, 3.76, -0.06], [3.10, 2.51, -0.60], [1.79, 2.15, -0.68], [0.73, 2.93, -0.26], [-0.58, 2.46, -0.36], [-0.83, 1.21, -0.89], [-2.24, 0.67, -0.94], [-2.73, 0.43, -2.38], [-4.12, -0.14, -2.32], [-4.38, -1.32, -2.31], [-5.05, 0.81, -2.25], [-2.30, -0.56, -0.18], [-2.85, -0.65, 1.04], [-3.53, 0.22, 1.56], [-2.54, -1.97, 1.75], [-1.36, -2.59, 1.30], [-0.16, -1.94, 1.48], [-0.03, -0.69, 2.05], [1.22, -0.08, 2.16], [1.34, 1.26, 2.80], [2.33, -0.75, 1.68], [2.20, -2.01, 1.11], [0.96, -2.62, 1.00], [0.80, -3.98, 0.38], [0.23, 0.43, -1.34], [1.54, 0.88, -1.24], [2.63, 0.19, -1.65], [2.45, -1.07, -2.24], [3.00, 4.58, -0.64], [3.09, 3.85, 0.98], [4.51, 3.83, -0.09], [0.90, 3.90, 0.17], [-1.39, 3.07, -0.01], [-2.92, 1.37, -0.44], [-2.74, 1.38, -2.91], [-2.07, -0.27, -2.89], [-5.93, 0.43, -2.14], [-1.76, -1.35, -0.52], [-3.34, -2.68, 1.53], [-2.52, -1.79, 2.83], [-0.89, -0.16, 2.43], [0.53, 1.92, 2.47], [1.28, 1.17, 3.88], [2.29, 1.72, 2.55], [3.31, -0.30, 1.74], [3.08, -2.53, 0.75], [0.36, -4.67, 1.09], [0.12, -3.93, -0.48], [1.76, -4.37, 0.05], [0.03, -0.54, -1.76], [1.97, -1.77, -1.56], [3.45, -1.43, -2.49], [1.86, -1.00, -3.17]],
  "multiplicity": 1,
  "homo_ev": -8.16,
  "lumo_ha": 0.024,
  "gap_ev": 8.812,
  "charge": 0
}

***

{
  "formula": "C21H25OSZr",
  "method": "the ωB97M-V functional and the def2-TZVPD basis",
  "elements": ["Zr", "C", "C", "C", "H", "C", "C", "H", "H", "H", "H", "C", "C", "C", "H", "C", "C", "H", "H", "H", "H", "O", "C", "C", "C", "C", "C", "H", "H", "H", "H", "H", "H", "H", "H", "H", "H", "S", "C", "C", "C", "C", "C", "C", "H", "H", "H", "H", "H"],
  "xyz": [[-0.12, -0.20, -0.12], [-1.58, 0.78, -1.81], [-1.04, 1.87, -1.04], [0.36, 1.98, -1.33], [-1.62, 2.56, -0.43], [0.69, 0.96, -2.28], [-0.51, 0.24, -2.60], [-0.62, -0.49, -3.40], [-2.63, 0.53, -1.92], [1.02, 2.79, -1.02], [1.66, 0.85, -2.77], [-0.16, -2.55, 0.37], [-0.33, -2.48, -1.05], [0.91, -2.05, -1.61], [-1.20, -2.83, -1.61], [1.83, -1.80, -0.55], [1.17, -2.13, 0.69], [1.66, -2.21, 1.66], [-0.86, -3.00, 1.08], [1.17, -2.02, -2.67], [2.90, -1.62, -0.66], [0.75, 0.89, 1.16], [3.82, 1.14, 1.02], [2.97, 2.07, 1.80], [3.99, 1.36, -0.42], [4.20, -0.15, 1.65], [1.41, 1.82, 2.02], [3.08, 3.08, 1.38], [3.38, 2.12, 2.82], [1.22, 1.48, 3.05], [0.90, 2.78, 1.85], [5.03, 1.61, -0.69], [3.34, 2.18, -0.79], [3.70, 0.47, -1.01], [5.15, -0.08, 2.20], [4.29, -0.94, 0.89], [3.43, -0.48, 2.37], [-1.89, -0.16, 1.86], [-3.32, -0.46, 0.99], [-4.12, 0.61, 0.54], [-5.30, 0.34, -0.15], [-5.68, -0.98, -0.40], [-4.88, -2.05, 0.04], [-3.70, -1.79, 0.74], [-3.78, 1.63, 0.72], [-5.91, 1.17, -0.51], [-6.60, -1.19, -0.94], [-5.15, -3.08, -0.17], [-3.04, -2.59, 1.06]],
  "multiplicity": 1,
  "homo_ev": -0.63,
  "lumo_ha": 0.103,
  "gap_ev": 3.430,
  "charge": -1
}

***

{
  "formula": "C21H26BrF6HfN2O6S2Se2",
  "method": "the ωB97M-V functional and the def2-TZVPD basis",
  "elements": ["Hf", "C", "C", "C", "C", "C", "C", "C", "C", "C", "H", "H", "H", "H", "H", "H", "H", "H", "H", "H", "H", "H", "O", "C", "C", "C", "O", "C", "Se", "C", "Se", "H", "H", "H", "H", "H", "H", "H", "H", "H", "H", "Br", "C", "C", "C", "C", "N", "C", "H", "H", "H", "H", "F", "C", "F", "F", "S", "O", "O", "N", "S", "O", "O", "C", "F", "F", "F"],
  "xyz": [[-0.64, 0.02, 0.47], [4.23, -2.20, -0.06], [2.88, -2.26, 0.60], [1.79, -2.81, -0.05], [0.53, -2.85, 0.54], [-0.56, -3.67, -0.10], [0.37, -2.27, 1.81], [1.48, -1.78, 2.52], [1.35, -1.36, 3.96], [2.72, -1.77, 1.90], [4.99, -2.70, 0.55], [4.55, -1.16, -0.18], [4.22, -2.67, -1.04], [1.93, -3.27, -1.03], [-0.20, -4.69, -0.25], [-0.86, -3.29, -1.08], [-1.45, -3.73, 0.52], [-0.57, -2.40, 2.34], [0.31, -1.30, 4.27], [1.81, -0.39, 4.14], [1.86, -2.09, 4.60], [3.58, -1.39, 2.43], [-5.31, 1.28, 3.58], [-4.84, 2.05, 2.49], [-3.61, 1.34, 1.92], [-3.05, 2.28, 0.87], [-2.19, 1.56, -0.07], [-4.11, 0.05, 1.26], [-2.80, -1.36, 0.83], [-2.63, 1.08, 3.09], [-0.68, 1.19, 2.74], [-6.08, 1.71, 3.97], [-4.55, 3.06, 2.82], [-5.60, 2.15, 1.71], [-2.46, 3.07, 1.33], [-3.86, 2.71, 0.28], [-1.75, 2.22, -0.63], [-4.65, 0.29, 0.34], [-4.80, -0.44, 1.94], [-2.82, 0.11, 3.53], [-2.79, 1.83, 3.86], [2.23, -1.70, -4.61], [0.59, -1.26, -3.83], [-0.57, -1.15, -4.57], [-1.74, -0.80, -3.91], [-1.71, -0.58, -2.55], [-0.58, -0.68, -1.84], [0.55, -1.01, -2.47], [-0.56, -1.33, -5.64], [-2.67, -0.71, -4.45], [-2.61, -0.32, -2.00], [1.45, -1.07, -1.88], [3.62, 3.04, 0.14], [2.35, 2.91, 0.46], [1.70, 4.03, 0.24], [2.23, 2.56, 1.73], [1.62, 1.55, -0.60], [1.62, 0.34, 0.25], [0.19, 1.89, -0.75], [2.43, 1.32, -1.85], [2.38, 2.33, -3.14], [2.06, 3.66, -2.73], [1.69, 1.69, -4.20], [4.18, 2.28, -3.55], [4.55, 1.03, -3.80], [4.37, 3.03, -4.63], [4.89, 2.76, -2.54]],
  "multiplicity": 1,
  "homo_ev": -11.35,
  "lumo_ha": -0.128,
  "gap_ev": 7.860,
  "charge": 1
}

***

{
  "formula": "C21H26BrN3O4Te4Ti",
  "method": "the ωB97M-V functional and the def2-TZVPD basis",
  "elements": ["Ti", "C", "C", "O", "C", "C", "C", "N", "N", "C", "O", "C", "C", "C", "C", "C", "C", "H", "H", "H", "H", "H", "H", "H", "H", "H", "H", "H", "H", "C", "O", "C", "C", "O", "C", "H", "H", "H", "H", "H", "H", "H", "H", "H", "H", "Te", "Te", "Te", "Te", "Br", "C", "C", "C", "N", "C", "C", "H", "H", "H", "H"],
  "xyz": [[0.54, -0.14, -0.13], [2.12, 2.49, 2.90], [1.76, 1.17, 2.29], [1.29, 1.26, 1.05], [1.86, 0.02, 2.98], [1.47, -1.29, 2.41], [1.94, -2.49, 3.19], [1.61, -1.36, 0.97], [2.95, -1.55, 0.61], [3.15, -1.00, -0.54], [2.24, -0.31, -1.19], [4.47, -1.17, -1.21], [4.70, -0.57, -2.44], [5.93, -0.71, -3.07], [6.95, -1.44, -2.47], [6.72, -2.04, -1.24], [5.49, -1.91, -0.61], [1.24, 3.15, 2.90], [2.90, 2.98, 2.30], [2.48, 2.38, 3.93], [2.17, 0.05, 4.02], [3.03, -2.51, 3.19], [1.58, -3.42, 2.74], [1.58, -2.44, 4.22], [3.90, -0.01, -2.90], [6.10, -0.24, -4.04], [7.91, -1.55, -2.96], [7.50, -2.62, -0.76], [5.30, -2.37, 0.35], [-3.38, -0.92, -1.34], [-2.52, 0.16, -1.04], [-2.51, 1.15, -2.02], [-1.48, 2.18, -1.65], [-0.17, 1.61, -1.49], [0.81, 2.64, -1.46], [-4.42, -0.58, -1.40], [-3.30, -1.62, -0.51], [-3.08, -1.41, -2.27], [-3.48, 1.67, -2.07], [-2.31, 0.72, -3.01], [-1.75, 2.67, -0.71], [-1.42, 2.92, -2.46], [0.65, 3.28, -0.58], [0.75, 3.23, -2.38], [1.78, 2.16, -1.38], [-1.59, 1.28, 2.04], [-4.25, 1.05, 2.06], [-1.57, -1.75, 4.92], [-0.80, -1.47, 2.42], [-0.32, -4.85, -4.83], [-0.66, -3.55, -3.45], [-0.46, -2.18, -3.75], [-0.37, -1.29, -2.72], [-0.34, -1.62, -1.38], [-0.36, -2.97, -1.13], [-0.51, -3.93, -2.09], [-0.43, -1.82, -4.77], [-0.24, -0.24, -2.94], [-0.26, -3.26, -0.09], [-0.52, -4.97, -1.80]],
  "multiplicity": 3,
  "homo_ev": [-0.16, -1.26],
  "lumo_ha": [0.149, 0.148],
  "gap_ev": [4.207, 5.284],
  "charge": -2
}